(1)
# C7H9BrO2S

2 unconnected molecules or ions with the total composition C7H9BrO2S (the ωB97M-V functional and the def2-TZVPD basis, the Open Molecules 2025 dataset).

Last columns: bonded neighbours and bond lengths (Å).
Cartesian coordinates (Å):
1 Br 1.235 -1.268 -2.959  C9 1.912
2 H 2.188 -2.611 0.505  C5 1.121
3 H -2.497 2.043 -3.464  C18 1.180
4 H 3.546 -0.581 0.590  C6 1.079
5 C 1.778 -1.704 1.020  H2 1.121, C6 1.478, O7 1.427, H8 1.094
6 C 2.919 -0.857 1.424  H4 1.079, C5 1.478, H12 1.135, H17 1.075
7 O 1.117 -1.077 -0.079  C5 1.427, C11 1.259
8 H 1.214 -2.071 1.883  C5 1.094
9 C -0.436 -0.590 -2.325  Br1 1.912, S14 1.856, C15 1.431
10 H 0.039 1.540 -2.684  C15 1.190
11 C -0.129 -1.237 -0.141  O7 1.259, O19 1.206
12 H 3.509 -1.180 2.339  C6 1.135
13 H -3.485 -0.459 -4.061  C16 1.142
14 S -1.908 -1.664 -2.680  C9 1.856, C16 1.908
15 C -0.836 0.735 -2.691  C9 1.431, H10 1.190, C18 1.331
16 C -2.984 -0.143 -3.085  H13 1.142, S14 1.908, C18 1.465, H20 1.016
17 H 2.636 0.089 1.849  C6 1.075
18 C -2.072 1.003 -3.105  H3 1.180, C15 1.331, C16 1.465
19 O -1.072 -1.630 0.500  C11 1.206
20 H -3.665 0.124 -2.379  C16 1.016

For the molar mass, the calculation gives 237.12 g mol⁻¹. Its highest occupied orbital energy (alpha / beta) is -7.546 / -7.546 eV. As for the spin multiplicity: 1. The frontier orbital gap (alpha / beta) is 8.0 / 8.0 eV. The calculation puts the LUMO energy (alpha / beta) at 0.41 / 0.41 eV. Its energy above the lowest of the compared OMol25 structures with the same formula, charge and spin is 44.9 kcal per mole.

Mulliken atomic charge list, values in e, 5 entries: -0.11 0.27 0.28 0.30 -0.26

(2)
# C35H31F3N2O2S

2 unconnected molecules or ions with the total composition C35H31F3N2O2S (the ωB97M-V functional and the def2-TZVPD basis, the Open Molecules 2025 dataset).

Last columns: bonded neighbours and bond lengths (Å).
Cartesian coordinates (Å):
1 C -3.550 1.205 -1.838  H22 1.091, C31 1.399, C62 1.394
2 H 1.708 -1.124 -2.391  C57 1.094
3 H 4.481 -3.360 1.135  C60 1.090
4 C -0.129 -2.291 2.612  H5 1.085, C8 1.398, C29 1.385
5 H -0.948 -1.630 2.874  C4 1.085
6 C 4.323 0.951 -3.002  C26 1.400, C48 1.389, C74 1.498
7 O -1.247 3.064 -1.518  S10 1.458
8 C -0.136 -3.644 2.963  C4 1.398, C13 1.404, H39 1.087
9 C -5.230 0.323 -3.346  C49 1.395, H50 1.091, C62 1.395
10 S -1.013 2.113 -2.598  O7 1.458, C31 1.832, O35 1.452, C42 1.731
11 N -2.754 1.242 2.945  C17 1.359, C55 1.459, C72 1.399
12 H 4.877 -2.007 0.047  C60 1.098
13 C 0.905 -4.504 2.579  C8 1.404, H23 1.092, C27 1.406
14 H 5.162 -1.858 1.800  C60 1.099
15 C -3.047 0.977 -4.192  C31 1.404, H34 1.089, C49 1.396
16 N 3.120 -1.817 1.232  C60 1.456, C68 1.401, C73 1.356
17 C -1.426 1.524 2.883  N11 1.359, C66 1.475, C69 1.429
18 H 1.808 3.204 -2.643  C30 1.094
19 H -3.713 2.855 3.951  C55 1.098
20 H -0.918 1.988 4.920  C66 1.103
21 H 3.953 0.413 -0.362  C45 1.101
22 H -3.249 1.528 -0.841  C1 1.091
23 H 0.837 -5.566 2.824  C13 1.092
24 C -4.264 -1.403 0.800  C32 1.404, C33 1.406, H53 1.089
25 H 2.916 -4.609 1.688  C27 1.090
26 C 3.664 2.184 -2.957  C6 1.400, C30 1.386, H52 1.089
27 C 2.056 -3.994 1.953  C13 1.406, H25 1.090, C68 1.392
28 H 4.541 0.558 1.305  C45 1.106
29 C 0.957 -1.787 1.916  C4 1.385, C38 1.463, C68 1.416
30 C 2.303 2.231 -2.702  H18 1.094, C26 1.386, C43 1.435
31 C -2.637 1.318 -2.893  C1 1.399, S10 1.832, C15 1.404
32 C -3.100 -1.700 0.072  C24 1.404, H56 1.088, C67 1.392
33 C -4.301 -0.365 1.748  C24 1.406, H65 1.094, C72 1.393
34 H -2.365 1.105 -5.032  C15 1.089
35 O -0.692 2.585 -3.933  S10 1.452
36 F 6.252 0.804 -1.659  C74 1.383
37 H -1.016 -1.169 -0.302  C67 1.087
38 C 1.321 -0.448 1.450  C29 1.463, C41 1.399, C73 1.431
39 H -0.984 -4.046 3.511  C8 1.087
40 H -3.373 1.425 4.968  C55 1.098
41 C 0.512 0.690 1.363  C38 1.399, H54 1.089, C69 1.430
42 C 0.194 1.011 -2.025  S10 1.731, C43 1.422, H46 1.075
43 C 1.553 1.035 -2.440  C30 1.435, C42 1.422, C57 1.429
44 F 6.444 1.867 -3.590  C74 1.359
45 C 3.628 0.534 0.683  H21 1.101, H28 1.106, H61 1.096, C73 1.471
46 H -0.159 0.254 -1.348  C42 1.075
47 C -1.925 0.026 1.221  C67 1.389, C69 1.445, C72 1.423
48 C 3.601 -0.233 -2.910  C6 1.389, C57 1.381, H63 1.085
49 C -4.336 0.486 -4.405  C9 1.395, C15 1.396, H70 1.087
50 H -6.236 -0.058 -3.523  C9 1.091
51 H -5.488 0.532 -1.215  C62 1.086
52 H 4.231 3.100 -3.111  C26 1.089
53 H -5.142 -2.028 0.644  C24 1.089
54 H 0.967 1.579 0.927  C41 1.089
55 C -3.662 1.758 3.962  N11 1.459, H19 1.098, H40 1.098, H71 1.087
56 H -3.114 -2.489 -0.676  C32 1.088
57 C 2.262 -0.199 -2.570  H2 1.094, C43 1.429, C48 1.381
58 H 0.276 2.442 3.661  C66 1.095
59 H -1.231 3.393 3.897  C66 1.100
60 C 4.488 -2.275 1.039  H3 1.090, H12 1.098, H14 1.099, N16 1.456
61 H 3.078 1.479 0.756  C45 1.096
62 C -4.818 0.670 -2.059  C1 1.394, C9 1.395, H51 1.086
63 H 4.092 -1.187 -3.069  C48 1.085
64 F 6.261 -0.333 -3.538  C74 1.370
65 H -5.195 -0.122 2.330  C33 1.094
66 C -0.791 2.385 3.899  C17 1.475, H20 1.103, H58 1.095, H59 1.100
67 C -1.927 -0.973 0.257  C32 1.392, H37 1.087, C47 1.389
68 C 2.071 -2.630 1.679  N16 1.401, C27 1.392, C29 1.416
69 C -0.842 0.780 1.811  C17 1.429, C41 1.430, C47 1.445
70 H -4.642 0.239 -5.418  C49 1.087
71 H -4.647 1.356 3.738  C55 1.087
72 C -3.114 0.337 1.939  N11 1.399, C33 1.393, C47 1.423
73 C 2.704 -0.534 1.094  N16 1.356, C38 1.431, C45 1.471
74 C 5.817 0.833 -2.971  C6 1.498, F36 1.383, F44 1.359, F64 1.370

For the molar mass, the calculation gives 600.71 g mol⁻¹. Its highest occupied orbital energy is -5.887 eV. As for the spin multiplicity: 1. The frontier orbital gap is 4.1 eV. The calculation puts the LUMO energy at -1.82 eV.

Mulliken atomic charge list, values in e, 5 entries: -0.41 0.48 0.32 0.05 0.37

(3)
# C4H9NO2

2 unconnected molecules or ions with the total composition C4H9NO2 (the ωB97M-V functional and the def2-TZVPD basis, the Open Molecules 2025 dataset).

Last columns: bonded neighbours and bond lengths (Å).
Cartesian coordinates (Å):
1 O 0.212 1.298 1.252  C12 1.220
2 C -1.677 -0.912 0.654  C10 1.477, H11 1.103, O15 1.218
3 H 2.093 1.425 0.534  C12 1.103
4 H -3.174 0.149 0.395  C10 1.101
5 H -1.746 1.120 -0.165  C10 1.092
6 H 2.366 -1.482 -1.074  C8 1.096
7 H 3.023 0.169 -0.975  C8 1.094
8 C 2.147 -0.423 -1.255  H6 1.096, H7 1.094, N9 1.441, H13 1.095
9 N 1.019 0.004 -0.466  C8 1.441, C12 1.347, H16 1.019
10 C -2.152 0.486 0.626  C2 1.477, H4 1.101, H5 1.092, H14 1.092
11 H -1.936 -1.440 1.587  C2 1.103
12 C 1.099 0.949 0.491  O1 1.220, H3 1.103, N9 1.347
13 H 1.950 -0.281 -2.322  C8 1.095
14 H -2.140 0.995 1.591  C10 1.092
15 O -1.241 -1.529 -0.300  C2 1.218
16 H 0.158 -0.530 -0.572  N9 1.019

For the molar mass, the calculation gives 103.12 g mol⁻¹. Its highest occupied orbital energy is -9.617 eV. As for the structure (SMILES): CNC=O.CC=O. As for the spin multiplicity: 1. The frontier orbital gap is 10.6 eV. The calculation puts the LUMO energy at 1.02 eV. Its energy above the lowest of the compared OMol25 structures with the same formula, charge and spin is 38.3 kcal per mole.

Mulliken atomic charge list, values in e, 5 entries: -0.57 0.15 0.29 0.34 0.29

(4)
# HN2O

A gas-phase ion, HN2O (charge +1) (the ωB97M-V functional and the def2-TZVPD basis, the Open Molecules 2025 dataset).

Last columns: bonded neighbours and bond lengths (Å).
Cartesian coordinates (Å):
1 O -3.166 0.002 0.014  N2 1.308
2 N -1.859 0.042 -0.038  O1 1.308, N3 1.116
3 N -0.746 0.087 0.020  N2 1.116, H4 0.956
4 H 0.030 -0.472 -0.010  N3 0.956

For the molar mass, the calculation gives 45.02 g mol⁻¹. Its highest occupied orbital energy is -20.271 eV. As for the structure (SMILES): N=[N+]=O. As for the spin multiplicity: 1. The frontier orbital gap is 11.9 eV. The calculation puts the LUMO energy at -8.42 eV. As for the charge: +1. Its energy above the lowest of the compared OMol25 structures with the same formula, charge and spin is 26.0 kcal per mole.

List of Mulliken charges in e, atom by atom: -0.13 0.70 0.06 0.37

Which of these has the lowest molar mass? HN2O